(1)
Density functional theory data (the ωB97M-V functional and the def2-TZVPD basis) for the molecule C10H13NS at a distorted geometry.

The energy above the lowest of the compared OMol25 structures with the same formula, charge and spin comes out at 321.2 kJ/mol. The lowest unoccupied orbital energy comes out at 0.0270 hartree.

```
25
Properties=species:S:1:pos:R:3:forces:R:3
C 0.6632 -2.0563 1.8475 2.078 -0.975 1.559
C -0.0806 -1.5302 0.9479 1.042 2.840 -4.139
C -1.5910 -1.5053 1.0068 0.622 -0.141 0.386
C 0.8309 -0.7554 -0.5084 -7.165 -1.608 4.166
C -0.0565 -0.5659 -1.7097 1.359 -0.535 -2.407
C 0.3006 0.6314 -0.8536 1.490 -0.669 -2.471
C -0.6327 1.5693 -0.2125 -0.191 0.284 0.532
C -1.8989 1.6260 -0.6490 0.041 2.181 1.101
C 0.1147 2.3679 0.8702 0.289 0.709 -1.368
S 1.8538 1.3596 -1.5217 -0.243 0.876 -0.147
C 2.7756 -0.0952 -1.1814 0.232 1.165 -1.443
N 2.1141 -1.0195 -0.6450 3.705 -1.809 0.014
H 0.1420 -2.5039 2.6683 0.018 -0.313 0.701
H 1.7640 -2.1133 1.8465 -0.696 0.106 -0.222
H -1.8331 -2.5101 0.6645 -0.657 -0.263 0.570
H -2.0002 -1.2356 2.0674 0.642 -0.502 -2.210
H -1.9415 -0.9007 0.1841 -0.547 0.622 0.413
H 0.4082 -0.7897 -2.7812 -0.586 1.029 2.415
H -1.0534 -0.9477 -1.7685 -0.526 -0.166 0.748
H -2.6132 2.4576 -0.3086 1.060 -1.606 -0.349
H -2.2007 0.9736 -1.4425 -0.294 -0.138 -0.281
H 0.2943 3.4428 0.5263 -0.969 -1.067 0.932
H -0.2806 2.1980 1.8893 0.254 0.501 -0.622
H 1.1440 2.0061 0.7452 -0.246 -0.085 0.977
H 3.7770 -0.1036 -1.6820 -0.714 -0.435 1.143
```
Forces are in eV/Å.

What are the natural (NBO) partial charges on each atom? They are as follows, in elementary charge units: -0.45 0.08 -0.68 0.13 -0.44 -0.22 0.00 -0.38 -0.66 0.24 -0.04 -0.45 0.19 0.22 0.23 0.23 0.22 0.23 0.23 0.21 0.20 0.23 0.24 0.23 0.22

---

(2)
Density functional theory data (the ωB97M-V functional and the def2-TZVPD basis) for the molecule C9H10F2O at a distorted geometry.

The energy above the lowest of the compared OMol25 structures with the same formula, charge and spin comes out at 0.0 kJ/mol. The lowest unoccupied orbital energy comes out at 0.0339 hartree.

```
22
Properties=species:S:1:pos:R:3:forces:R:3
C -1.6724 1.1727 -1.4344 3.885 -0.194 2.623
C -1.5683 0.5152 -0.0259 -2.391 0.066 -1.173
F -1.4389 1.4653 0.9067 0.336 0.949 0.905
F -2.8627 0.0052 0.2440 0.747 -0.362 -0.229
C -0.5362 -0.5087 0.1647 0.422 -1.941 2.209
C 0.8258 0.1411 0.2890 -1.024 -0.953 0.139
C 1.3891 1.1919 0.9853 0.842 -2.785 -2.251
C 2.7502 1.2017 0.5542 -1.093 -0.296 1.039
C 2.9153 0.1620 -0.2802 -0.843 0.950 0.051
O 1.7411 -0.5035 -0.5214 0.597 1.882 1.082
C -0.9073 -1.8302 1.1584 1.067 2.200 -4.076
C -0.6197 -1.9114 -0.3555 -0.175 -0.997 -0.974
H -1.2969 2.2002 -1.2513 -0.420 -0.533 -0.779
H -2.6573 1.0729 -1.6317 -3.049 0.237 -1.304
H -1.0250 0.5818 -2.0827 -0.182 0.398 -0.361
H 1.1578 1.7268 1.8321 -1.556 1.107 1.307
H 3.3848 1.8922 1.0576 1.032 0.167 -0.469
H 3.6721 0.0925 -0.9682 1.726 -1.103 -1.370
H -1.9327 -1.9943 1.3699 -0.542 0.165 0.579
H -0.1203 -2.0620 1.7991 0.883 -0.431 1.153
H 0.3010 -2.3555 -0.8439 -0.990 0.593 1.213
H -1.4995 -2.2560 -0.9660 0.729 0.883 0.688
```
Forces are in eV/Å.

What are the natural (NBO) partial charges on each atom? They are as follows, in elementary charge units: -0.66 0.71 -0.34 -0.38 -0.18 0.29 -0.29 -0.30 0.08 -0.41 -0.37 -0.41 0.23 0.23 0.22 0.23 0.23 0.19 0.23 0.22 0.24 0.23

---

(3)
Density functional theory data (the ωB97M-V functional and the def2-TZVPD basis) for a cluster of 6 separate species, CH13O5S in total at a distorted geometry.

The energy above the lowest of the compared OMol25 structures with the same formula, charge and spin comes out at 188.1 kJ/mol. The charge is -1. The lowest unoccupied orbital energy comes out at 0.1326 hartree.

```
20
Properties=species:S:1:pos:R:3:forces:R:3
C 1.3302 -0.8215 0.4731 -0.356 -2.159 -2.599
S 1.5719 0.3368 -0.9672 0.225 -0.297 0.078
H 2.2191 -1.5142 0.5505 -0.692 1.083 0.429
H 1.1120 -0.1882 1.3003 -0.112 -0.344 1.036
H 0.4638 -1.5818 0.1971 1.495 1.717 0.909
H 0.2023 -1.9783 -2.3389 -0.367 0.041 -0.609
H -0.4712 -1.0873 -1.4927 -0.158 1.548 1.410
O -0.6676 -1.5435 -2.2858 0.414 -1.675 -1.197
H -0.5547 -2.2041 1.6918 4.649 -1.322 -0.249
H -1.4040 -1.0147 1.7777 0.169 1.865 0.267
O -1.4030 -1.9488 1.7347 -5.008 -0.952 0.368
H 1.6663 2.1587 1.2902 -1.074 0.911 -0.565
H 1.2017 2.6486 -0.0594 -0.728 -0.203 1.783
O 0.9564 2.7590 0.9222 1.734 -0.744 -0.849
H -0.5027 1.2826 1.6123 2.213 1.821 -0.278
H -1.3252 0.4884 0.5634 0.395 0.908 1.701
O -1.2423 0.7418 1.5367 -2.819 -2.152 -1.797
H -1.0663 0.8144 -2.7668 2.597 -4.087 -5.670
H -0.6287 1.4020 -1.6088 -0.732 0.024 0.181
O -1.4580 1.2500 -2.1303 -1.845 4.015 5.651
```
Forces are in eV/Å.

What are the natural (NBO) partial charges on each atom? They are as follows, in elementary charge units: -0.75 -0.75 0.19 0.19 0.17 0.46 0.48 -0.95 0.45 0.49 -0.96 0.47 0.50 -0.99 0.49 0.50 -0.97 0.46 0.48 -0.96

---

(4)
Density functional theory data (the ωB97M-V functional and the def2-TZVPD basis) for the molecule C24H31N3O3.

The energy above the lowest of the compared OMol25 structures with the same formula, charge and spin comes out at 58.3 kJ/mol. The lowest unoccupied orbital energy comes out at 0.0202 hartree.

```
61
Properties=species:S:1:pos:R:3:forces:R:3
C 4.3969 -6.9206 -1.2955 -0.004 -0.077 -0.229
O 4.4185 -6.4498 0.0314 -0.050 0.154 0.314
C 3.4371 -5.5963 0.4292 -0.103 0.136 0.123
C 3.4863 -5.1860 1.7635 0.048 -0.097 -0.117
C 2.5259 -4.3317 2.2635 0.122 -0.045 0.015
C 1.5108 -3.8543 1.4495 -0.120 0.053 -0.226
C 1.4633 -4.2444 0.1172 0.226 -0.203 0.288
C 0.3949 -3.7999 -0.8302 -0.022 0.155 0.057
O 0.0468 -4.4832 -1.7768 0.027 -0.185 -0.182
N -0.1342 -2.5862 -0.5673 -0.081 0.243 0.145
C -1.1986 -1.9914 -1.3455 -0.127 0.127 0.000
C -2.3979 -1.6730 -0.4514 -0.080 -0.070 -0.210
C -3.4906 -0.9896 -1.2795 0.010 -0.122 0.259
N -3.0486 0.1962 -1.9792 0.029 0.241 0.186
C -3.1155 1.4679 -1.3066 -0.101 -0.165 -0.141
C -2.0182 1.8686 -0.2999 -0.279 -0.083 -0.272
O -1.5430 1.1230 0.5307 0.009 -0.063 0.173
N -1.6594 3.1723 -0.4204 0.017 0.543 -0.178
C -0.8035 3.8813 0.4618 0.217 0.113 0.336
C -1.3172 5.0020 1.1225 -0.012 -0.108 -0.015
C -2.7455 5.4148 0.9164 0.080 -0.040 0.033
C -0.4909 5.7185 1.9703 0.080 -0.093 -0.072
C 0.8298 5.3436 2.1811 -0.014 -0.014 -0.054
C 1.6953 6.1219 3.1247 -0.038 -0.027 0.040
C 1.3171 4.2351 1.5090 -0.124 0.090 0.038
C 0.5248 3.4969 0.6395 -0.114 -0.050 -0.094
C 1.1012 2.3258 -0.0909 0.022 -0.075 0.094
C -1.8776 -0.0576 -2.7894 0.195 0.016 -0.042
C -0.7174 -0.7074 -2.0254 -0.193 -0.121 -0.141
C 2.4185 -5.1228 -0.3858 0.102 -0.114 -0.143
H 3.4749 -7.4687 -1.5116 0.029 0.032 0.001
H 4.5084 -6.1019 -2.0135 -0.020 -0.033 0.026
H 5.2476 -7.5948 -1.3823 -0.076 0.044 -0.042
H 4.2817 -5.5617 2.3875 0.093 -0.045 0.080
H 2.5650 -4.0353 3.3013 0.007 0.008 0.083
H 0.7517 -3.2110 1.8691 -0.079 0.053 0.028
H 0.2189 -2.0386 0.2010 0.090 -0.110 -0.030
H -1.4749 -2.7342 -2.1021 0.024 0.109 0.080
H -2.7897 -2.5901 -0.0089 0.005 -0.083 -0.001
H -2.0783 -1.0021 0.3473 -0.047 -0.084 -0.002
H -4.3360 -0.7256 -0.6408 -0.042 -0.041 -0.060
H -3.8468 -1.6914 -2.0437 -0.067 -0.046 0.081
H -3.1658 2.2368 -2.0884 -0.030 0.044 0.142
H -4.0605 1.4948 -0.7518 0.060 0.093 -0.025
H -2.2216 3.7557 -1.0240 0.046 -0.234 -0.034
H -2.9018 5.7844 -0.0988 -0.110 0.040 -0.051
H -3.0135 6.2091 1.6077 -0.050 0.057 -0.001
H -3.4173 4.5724 1.0791 -0.091 -0.002 -0.018
H -0.8849 6.5836 2.4846 -0.069 0.112 0.055
H 1.4239 5.8922 4.1553 0.049 0.033 0.086
H 1.5625 7.1918 2.9757 0.048 0.076 0.030
H 2.7445 5.8741 2.9852 0.081 0.027 0.029
H 2.3457 3.9369 1.6541 0.130 -0.031 0.001
H 2.1871 2.3424 -0.0488 0.072 0.030 -0.047
H 0.7476 1.4019 0.3660 0.032 -0.050 -0.074
H 0.7848 2.3272 -1.1333 0.004 -0.066 -0.081
H -1.5529 0.8832 -3.2409 -0.025 -0.032 -0.083
H -2.1862 -0.7331 -3.5963 0.090 0.050 -0.068
H 0.0983 -0.9311 -2.7149 0.048 -0.026 -0.007
H -0.3470 -0.0245 -1.2608 0.075 0.016 -0.001
H 2.3253 -5.4166 -1.4193 0.005 -0.058 -0.078
```
Forces are in eV/Å.

What are the natural (NBO) partial charges on each atom? They are as follows, in elementary charge units: -0.25 -0.49 0.31 -0.25 -0.19 -0.26 -0.04 0.64 -0.63 -0.60 -0.06 -0.44 -0.21 -0.44 -0.30 0.67 -0.64 -0.64 0.17 -0.02 -0.64 -0.22 0.00 -0.63 -0.21 0.00 -0.64 -0.22 -0.42 -0.29 0.18 0.18 0.20 0.22 0.22 0.21 0.40 0.23 0.21 0.24 0.20 0.19 0.19 0.22 0.40 0.21 0.22 0.22 0.20 0.22 0.22 0.22 0.20 0.21 0.24 0.22 0.20 0.19 0.21 0.21 0.24

---

(5)
Density functional theory data (the ωB97M-V functional and the def2-TZVPD basis) for the molecule C5H8N2.

The energy above the lowest of the compared OMol25 structures with the same formula, charge and spin comes out at 45.0 kJ/mol. The lowest unoccupied orbital energy comes out at 0.0383 hartree.

```
15
Properties=species:S:1:pos:R:3:forces:R:3
C -2.4465 -0.5714 0.2074 -0.047 0.019 0.003
C -1.0599 -0.0197 0.0460 -0.048 -0.056 -0.010
C -0.6392 1.3075 -0.2102 0.008 -0.062 -0.014
C 0.7365 1.2308 -0.2585 0.023 -0.132 0.090
N 1.0623 -0.0611 -0.0367 0.060 0.162 0.000
C 2.3810 -0.6514 0.0052 0.084 -0.040 0.019
N -0.0153 -0.8353 0.1479 -0.100 0.178 -0.014
H -2.8116 -1.0319 -0.7182 0.111 0.108 0.109
H -3.1553 0.2119 0.4899 0.120 -0.082 -0.023
H -2.4526 -1.3448 0.9817 0.002 0.141 -0.119
H -1.2467 2.1953 -0.3282 0.083 -0.197 0.021
H 1.5078 1.9759 -0.4043 -0.184 -0.076 -0.008
H 3.1162 0.1248 0.2333 -0.120 -0.126 -0.073
H 2.6279 -1.1256 -0.9501 -0.016 0.069 0.142
H 2.3954 -1.4049 0.7948 0.023 0.096 -0.122
```
Forces are in eV/Å.

What are the natural (NBO) partial charges on each atom? They are as follows, in elementary charge units: -0.64 0.13 -0.35 -0.04 -0.16 -0.40 -0.28 0.22 0.22 0.23 0.23 0.21 0.21 0.21 0.22

---

(6)
Density functional theory data (the ωB97M-V functional and the def2-TZVPD basis) for the ion C5H11NOS with charge -1 at a distorted geometry.

The energy above the lowest of the compared OMol25 structures with the same formula, charge and spin comes out at 195.9 kJ/mol. The charge is -1. The spin multiplicity is 2. The lowest unoccupied orbital energy (alpha / beta) comes out at 0.1219 / 0.1162 hartree.

```
19
Properties=species:S:1:pos:R:3:forces:R:3
C 2.1943 0.5571 -1.4726 -0.276 2.199 -0.002
N 0.7945 1.0683 -1.0041 4.685 -0.338 -1.059
C 0.1934 0.0035 -0.2839 -3.217 -1.408 1.013
C -0.9333 0.7514 0.5474 0.980 0.576 -2.178
C -1.4280 -0.1938 1.5473 -3.144 -1.943 2.059
S -0.4546 -0.0745 3.1775 -0.379 -0.435 -0.790
C -0.6124 -1.1375 -0.9476 -1.891 4.018 -1.645
O -0.3305 -2.3186 -1.0266 1.510 -3.580 0.128
H 2.9210 0.5821 -0.6484 -0.562 0.125 0.305
H 2.1857 -0.4656 -1.7876 -0.335 -0.636 -0.596
H 2.7174 1.2182 -2.2396 -1.159 -0.731 0.593
H 0.2457 1.3387 -1.7972 -0.323 -0.253 -0.571
H 0.8936 -0.6044 0.3391 -0.128 1.120 -0.035
H -1.7089 1.1323 -0.2072 0.675 -1.073 0.787
H -0.4796 1.7160 0.8197 -0.192 -0.411 1.071
H -1.6548 -1.2610 1.1730 1.988 1.226 0.132
H -2.5087 -0.1356 1.8436 0.697 1.304 0.105
H -0.4412 -1.3883 3.4627 0.031 0.155 -0.068
H -1.5935 -0.7884 -1.4951 1.040 0.087 0.751
```
Forces are in eV/Å.

What are the natural (NBO) partial charges on each atom? They are as follows, in elementary charge units: -0.44 -0.66 -0.17 -0.47 -0.51 -0.16 0.06 -0.74 0.18 0.19 0.18 0.34 0.20 0.20 0.22 0.26 0.20 0.12 0.02

---

Q: The lowest energy above the lowest of the compared OMol25 structures with the same formula, charge and spin belongs to which entry?
A: C9H10F2O